15
Properties=species:S:1:pos:R:3:forces:R:3 method="wB97M-V/def2-TZVPD" orbital_gap_ha=0.3186 e_homo_ev=-7.73 molar_mass_g_mol=100.12 relative_energy_ev=6.068 e_tot_ev=-9300.32476
N 2.088750 -0.079320 -1.703117 -0.1197 -0.1313 0.0742
C 1.550039 -0.819484 -0.716064 0.4075 0.1209 -0.4275
O 2.169362 -0.752918 0.425275 -0.6525 0.1313 -0.2671
C 0.399635 -0.469966 0.772158 -0.3823 0.0654 0.5612
N -0.431598 0.512455 0.158569 0.3886 -0.0513 -0.0709
C -1.718865 0.813942 0.764900 -0.1105 0.0658 0.2355
C -1.617710 0.116921 -0.552345 -0.0838 -0.1417 -0.2223
H 2.904676 0.507793 -1.554863 -0.0652 -0.0694 0.1247
H 1.688872 -0.107805 -2.627527 0.0424 -0.0286 0.2049
H 0.008631 -1.485718 0.839809 0.1652 0.1757 -0.0818
H 0.708934 -0.068977 1.740239 0.0393 -0.0301 -0.1441
H -2.052876 0.216681 1.615170 0.1326 0.0419 -0.1681
H -1.986026 1.869215 0.821820 0.1021 -0.2422 -0.0494
H -1.873451 -0.943770 -0.575885 0.1012 0.1751 0.0483
H -1.821860 0.657689 -1.474587 0.0351 -0.0814 0.1823



16
Properties=species:S:1:pos:R:3:forces:R:3 method="wB97M-V/def2-TZVPD" orbital_gap_ha=0.3544 e_homo_ev=-8.95 molar_mass_g_mol=103.12 smiles="NCNCC(N)=O" relative_energy_ev=1.643 e_tot_ev=-9773.89590
O -1.687799 -0.386328 -1.348614 0.7026 0.6431 0.0899
C -1.274439 0.350837 -0.474021 -3.4075 1.3510 -0.2344
N -1.439369 1.779923 -0.551310 0.6292 -1.0631 1.0253
C -0.831237 -0.213833 0.868071 0.1373 -0.0485 0.0013
N 0.078323 -1.341841 0.547289 1.1155 2.0463 3.4315
C 1.496933 -0.987125 0.373257 -1.0717 0.1338 -0.2889
N 1.697116 -0.386015 -0.955925 2.3806 1.7578 -0.1040
H -2.100383 2.174120 -1.267351 1.2577 -0.5851 1.3365
H -1.123478 2.303554 0.316979 -1.0216 -0.6439 -2.0448
H -1.718077 -0.380641 1.657897 1.6936 -0.1888 -2.2057
H -0.321672 0.639120 1.307189 0.8195 -0.3494 0.5650
H -0.324207 -1.986027 -0.050649 -0.6476 -1.2181 -1.5937
H 2.180944 -1.853382 0.445813 -0.6176 0.2359 0.0816
H 1.730877 -0.282304 1.186756 0.0222 -0.2912 -0.0457
H 2.608372 0.207098 -0.958686 -1.6292 -1.6387 0.0319
H 1.028096 0.362845 -1.096696 -0.3629 -0.1412 -0.0457



17
Properties=species:S:1:pos:R:3:forces:R:3 method="wB97M-V/def2-TZVPD" orbital_gap_ha=0.3935 e_homo_ev=-9.93 molar_mass_g_mol=89.14 smiles="CC(N)=O.CC" relative_energy_ev=0.873 e_tot_ev=-7863.68076
C -0.011571 -1.720249 1.005602 0.0984 0.0574 0.8963
C 0.680649 -2.363698 -0.170750 0.1968 -0.5253 -0.9191
H 0.139862 -0.634645 1.064661 0.1569 -0.3286 0.1381
H -1.088572 -1.882172 1.073294 -0.0240 -0.0248 -0.4901
H 0.370230 -2.207847 1.899772 0.0636 0.3533 0.3627
H 1.699822 -2.770628 0.031559 -0.6500 0.6908 0.0468
H 0.732450 -1.670948 -1.021209 0.1475 -0.2580 0.0687
H 0.114584 -3.237034 -0.505465 -0.0067 0.0577 -0.0921
C 0.823953 2.137838 -0.408374 0.4232 0.5821 2.2875
C -0.671204 2.160061 -0.116926 -0.1444 -1.6605 0.3335
O -1.092267 2.763733 0.849478 0.1418 0.7489 -0.3786
N -1.509769 1.284138 -0.744001 -1.3576 -0.7437 -0.9169
H 1.098781 3.023234 0.253239 0.4395 -1.5061 -0.6483
H 1.330205 2.269966 -1.333212 -0.5946 0.3350 -1.3887
H -2.483233 1.226896 -0.487514 0.1135 0.8178 0.7446
H -1.383208 0.470925 -1.320481 1.4811 0.3466 -0.3405
H 1.249292 1.150424 -0.069671 -0.4851 1.0574 0.2960